(1)
C19H29BN2O2Pd | the ωB97M-V functional and the def2-TZVPD basis

Each line ends with the Mulliken charge.
Element x y z (Å)
C: -0.51456 0.95940 2.39106  -0.58
C: -0.41536 -0.44154 2.45086  -0.75
H: 0.43993 1.18314 2.87577  0.24
H: -1.45136 1.31923 2.83070  0.31
H: -0.44254 1.42158 1.33577  0.03
H: -0.04933 -1.07836 1.60767  0.13
H: 0.16576 -0.78188 3.33004  0.26
H: -1.45456 -0.75220 2.43411  0.43
C: 0.69703 2.58175 -1.76786  -0.09
C: 0.92650 3.43871 -2.85652  -0.78
C: 1.09822 2.84693 -4.12319  -0.51
C: 1.04897 1.46342 -4.31835  -0.92
H: 0.62357 2.89663 -0.73380  0.54
H: 0.96720 4.52576 -2.70510  0.45
H: 1.24564 3.47073 -4.99580  0.46
H: 1.13169 0.97369 -5.28581  0.46
N: 0.59933 1.25718 -1.99942  0.53
C: 0.79399 0.66231 -3.19216  0.76
C: 0.67612 -0.79489 -3.23997  0.89
N: 0.40472 -1.42515 -2.08113  0.31
C: 0.22098 -2.73926 -1.89223  -0.09
C: 0.53970 -2.95329 -4.25426  -0.51
C: 0.26971 -3.57662 -3.01488  -0.79
H: 0.06908 -3.05001 -0.86631  0.57
H: 0.10339 -4.65004 -2.90051  0.46
C: 0.75758 -1.58316 -4.39821  -0.83
H: 0.91666 -1.07436 -5.35373  0.46
H: 0.55121 -3.55632 -5.15142  0.46
Pd: 0.16386 -0.13972 -0.55962  -0.81
C: -1.96257 -0.07701 -0.41522  -0.94
H: -2.43794 -1.05155 -0.64507  0.31
H: -2.31596 0.64303 -1.17613  0.28
H: -2.24072 0.27155 0.58422  0.36
C: 3.10200 0.79330 3.27340  -1.81
C: 3.57287 0.37404 1.87130  1.70
C: 4.87790 1.12264 1.59450  -1.81
O: 2.59463 0.80554 0.86870  -0.16
B: 1.88531 -0.30978 0.48071  0.74
O: 2.41832 -1.52883 0.95550  -0.12
C: 3.60118 -1.20495 1.64539  1.52
C: 4.77528 -1.66054 0.77234  -2.07
C: 3.66928 -2.02462 2.93035  -1.65
H: 2.14714 0.34889 3.58408  0.21
H: 2.99126 1.88418 3.36831  0.42
H: 3.84479 0.53108 4.04517  0.42
H: 4.74323 2.21116 1.65886  0.45
H: 5.61099 0.85266 2.36459  0.39
H: 5.34140 0.92346 0.62092  0.33
H: 5.70820 -1.53555 1.34148  0.42
H: 4.68117 -2.72836 0.52083  0.51
H: 4.85507 -1.12031 -0.18161  0.27
H: 2.82966 -1.81607 3.60558  0.29
H: 3.65768 -3.09758 2.69559  0.43
H: 4.59411 -1.85923 3.51060  0.36

As for the charge: +2. For the HOMO energy (spin up / spin down), the calculation gives -13.4 / -15.1 eV. As for the total energy: -1153.36353 a.u. The multiplicity is 5. Its expectation value of S² is 6.0429. The value obtained for the frontier orbital gap (spin up / spin down) is 5.186 / 3.171 eV.

***

(2)
C61H46InN2O22 | the ωB97M-V functional and the def2-TZVPD basis

Each line ends with the Mulliken charge.
Element x y z (Å)
N: -2.60506 -2.60463 6.74350  -0.58
C: -1.66303 -3.73074 6.44017  -0.65
In: 0.42703 -2.85424 6.66472  0.78
O: 0.78796 -1.62142 4.95780  -0.55
N: 0.10997 -0.49700 4.95465  0.31
O: 0.39212 0.25237 5.85695  -0.43
H: -3.44456 -2.95032 7.19084  0.19
H: -2.13477 -1.96686 7.37203  0.15
H: -1.79247 -4.58865 7.13119  0.29
H: -1.86425 -4.08353 5.41102  0.23
H: 1.66998 -4.15350 6.84568  -0.37
H: 0.35387 -1.89303 8.19245  -0.32
C: 2.07509 -3.28572 -0.60427  -0.50
C: 1.83404 -4.06340 0.45008  -0.51
C: 1.65572 -3.48100 1.80005  0.14
O: 1.43563 -4.17681 2.76387  -0.42
C: 1.75432 -2.01377 1.93551  -0.08
C: 1.99632 -1.23918 0.88061  -0.02
C: 2.17277 -1.81461 -0.46653  0.17
O: 2.38911 -1.10383 -1.43675  -0.60
H: 2.20799 -3.68752 -1.60137  0.50
H: 1.75613 -5.14190 0.37294  0.51
H: 1.61786 -1.61310 2.93345  0.28
H: 2.07167 -0.16182 0.96077  0.52
C: 1.35931 3.15375 5.94323  -0.19
C: 0.32114 3.38072 5.13931  -0.24
C: 0.12384 4.69652 4.49300  0.12
O: -0.82318 4.90649 3.76098  -0.55
C: 1.12366 5.75338 4.77097  -0.45
C: 2.16182 5.52779 5.57375  -0.36
C: 2.35967 4.20953 6.22050  0.12
O: 3.30834 4.00657 6.94953  -0.56
H: 1.51788 2.19583 6.42240  0.59
H: -0.41765 2.61808 4.92461  0.68
H: 0.96223 6.70921 4.28841  0.42
H: 2.90259 6.28771 5.78896  0.41
C: 2.26720 0.78488 -6.86101  -0.42
C: 1.62840 -0.38323 -6.86216  -0.29
C: 1.35201 -1.10686 -5.60113  0.30
O: 0.77172 -2.17432 -5.60285  -0.59
C: 1.81014 -0.48396 -4.33840  -0.25
C: 2.44946 0.68461 -4.33772  -0.30
C: 2.72604 1.40812 -5.59883  0.34
O: 3.30888 2.47458 -5.60087  -0.59
H: 2.48047 1.32729 -7.77219  0.35
H: 1.28700 -0.85403 -7.77513  0.41
H: 1.60107 -1.02537 -3.42771  0.51
H: 2.79295 1.15354 -3.42404  0.53
C: -2.42235 0.73679 1.43447  -0.47
C: -2.95555 1.81350 0.85927  -0.34
C: -2.48857 2.28705 -0.46214  0.52
O: -2.97341 3.27241 -0.98802  -0.59
C: -1.40875 1.52097 -1.12350  -0.51
C: -0.87475 0.44400 -0.55011  -0.10
C: -1.34260 -0.03064 0.77337  0.14
O: -0.86108 -1.00953 1.29946  -0.47
H: -2.74810 0.37455 2.40178  0.52
H: -3.74614 2.38687 1.32736  0.44
H: -1.08162 1.88384 -2.08994  0.49
H: -0.08309 -0.12764 -1.01892  0.38
C: -4.03284 8.83617 -0.32935  -0.42
C: -4.88892 8.27610 0.52299  -0.40
C: -4.86610 6.81974 0.78461  0.31
O: -5.64969 6.30657 1.55831  -0.60
C: -3.85755 6.00966 0.06583  0.02
C: -3.00160 6.57006 -0.78654  -0.26
C: -3.02330 8.02673 -1.04808  0.22
O: -2.24273 8.54003 -1.82451  -0.58
H: -4.03483 9.89874 -0.53604  0.42
H: -5.63428 8.85148 1.05597  0.42
H: -3.85586 4.94852 0.26820  0.40
H: -2.25877 5.99227 -1.32158  0.48
C: 6.60224 -2.41408 -6.72855  -0.22
C: 5.52404 -2.09193 -7.45000  -0.34
C: 5.32194 -0.71004 -7.94107  0.33
O: 4.34146 -0.41402 -8.59620  -0.60
C: 6.34949 0.30130 -7.60739  -0.38
C: 7.42252 -0.01887 -6.88880  -0.48
C: 7.63009 -1.39965 -6.39683  0.20
O: 8.61116 -1.69060 -5.74393  -0.56
H: 6.77828 -3.40684 -6.35716  0.60
H: 4.76246 -2.80555 -7.70645  0.61
H: 6.17852 1.30469 -7.97710  0.45
H: 8.18531 0.70574 -6.63332  0.43
C: -0.70932 -9.93210 3.37685  -0.43
C: -0.19309 -9.39745 2.27234  -0.36
C: 0.44134 -8.05940 2.29247  0.38
O: 0.91008 -7.57421 1.28092  -0.53
C: 0.48150 -7.34004 3.58501  -0.28
C: -0.03563 -7.87532 4.69085  -0.43
C: -0.66932 -9.21202 4.67112  0.34
O: -1.13981 -9.70610 5.67549  -0.56
H: -1.17772 -10.90835 3.38244  0.38
H: -0.21261 -9.90902 1.31805  0.41
H: 0.94909 -6.36413 3.57971  0.59
H: -0.01593 -7.36219 5.64436  0.50
C: -7.67869 7.52104 -3.63344  -0.42
C: -7.69251 6.51792 -4.50923  -0.37
C: -7.39227 5.12974 -4.09076  0.35
O: -7.40353 4.21684 -4.88968  -0.55
C: -7.07812 4.89830 -2.66301  -0.44
C: -7.06450 5.90156 -1.78660  -0.20
C: -7.36428 7.28945 -2.20557  0.41
O: -7.35308 8.20505 -1.40823  -0.53
H: -7.89426 8.54248 -3.92018  0.42
H: -7.92057 6.66756 -5.55685  0.40
H: -6.86204 3.87714 -2.37615  0.45
H: -6.83732 5.75090 -0.73855  0.47
C: 5.15234 -5.45857 -9.40033  -0.16
C: 5.13007 -6.47187 -10.26407  -0.51
C: 5.41813 -7.85737 -9.82885  0.28
O: 5.39993 -8.77986 -10.61557  -0.55
C: 5.73009 -8.07444 -8.39815  -0.40
C: 5.75243 -7.06094 -7.53431  -0.44
C: 5.46437 -5.67658 -7.96977  0.57
O: 5.48292 -4.75060 -7.18142  -0.47
H: 4.94511 -4.43903 -9.70060  0.43
H: 4.90338 -6.33267 -11.31331  0.41
H: 5.93697 -9.09393 -8.09916  0.40
H: 5.97893 -7.19978 -6.48484  0.42
C: -4.08535 2.60017 9.61809  -0.47
C: -3.59671 1.36252 9.67822  -0.37
C: -2.41823 0.96451 8.87456  0.09
O: -1.97021 -0.15778 8.92304  -0.49
C: -1.80379 1.99077 8.00410  0.06
C: -2.29358 3.22893 7.94443  -0.29
C: -3.47041 3.62810 8.74734  0.25
O: -3.91742 4.75725 8.69677  -0.58
H: -4.94594 2.91124 10.19682  0.39
H: -4.03188 0.59770 10.30900  0.43
H: -0.94343 1.67605 7.42505  0.45
H: -1.85859 3.99358 7.31256  0.50

As for the charge: -1. For the HOMO energy, the calculation gives -5.2 eV. As for the total energy: -4306.58578 a.u. The multiplicity is 1. The value obtained for the frontier orbital gap is 4.236 eV.

***

(3)
C3H8BrLiO2V | the ωB97M-V functional and the def2-TZVPD basis

Each line ends with the Mulliken charge.
Element x y z (Å)
O: 1.14892 4.51374 0.58526  -0.55
V: 2.13621 4.15349 1.77459  1.14
Li: 3.73275 -0.44866 1.87280  0.92
Br: 2.19041 1.47558 1.04710  -0.53
C: -1.32713 0.23730 -0.00927  -1.41
C: -0.89140 -1.19167 -0.11914  0.63
C: -0.43227 -1.53659 -1.55169  -1.24
O: 0.07217 -1.48514 0.81388  -0.48
H: -2.31032 0.37567 -0.45904  0.39
H: -0.62911 0.87436 -0.55242  0.32
H: -1.47989 0.51122 1.03463  0.39
H: -1.67061 -1.91308 0.12681  0.21
H: -1.30726 -1.61314 -2.19716  0.34
H: 0.03937 -2.51471 -1.45711  0.34
H: 0.27513 -0.80618 -1.94436  0.27
H: 0.45297 -0.63211 1.03509  0.24

As for the charge: +1. For the HOMO energy (spin up / spin down), the calculation gives -12.3 / -12.3 eV. As for the total energy: -3794.88518 a.u. Its energy above the lowest of the compared OMol25 structures with the same formula, charge and spin is 30.9 kcal per mole. The multiplicity is 3. Its expectation value of S² is 2.0642. The value obtained for the frontier orbital gap (spin up / spin down) is 6.982 / 6.891 eV.